# C7H9O4

A cluster of 2 separate species, C7H9O4 in total (wB97M-V/def2-TZVPD, OMol25).

Results
LUMO energy, Eh: 0.1113
Strongest force on any atom, eV/Å: 8.244
Gap between HOMO and LUMO, eV: 4.999
HOMO level, eV: -1.9703
Relative energy (zero: lowest compared OMol25 entry of this formula, charge and spin), kcal per mole: 124.05
Charge: -1

Last column: Mulliken charge in e.
Element x y z (Å)
1 C -4.860 -2.459 1.031  -0.24
2 C -3.740 -1.708 0.562  -0.50
3 C -2.631 -0.562 0.072  -0.23
4 O -2.853 0.619 0.970  -0.51
5 H -5.851 -2.788 1.600  0.29
6 H -2.815 -0.242 -1.038  -0.01
7 H -3.486 0.237 1.676  0.26
8 C 0.474 0.916 0.163  -1.49
9 C 1.627 0.271 -0.579  0.52
10 C 2.826 0.004 0.278  -0.48
11 O 3.884 0.026 -0.664  -0.32
12 C 3.476 0.842 -1.684  0.66
13 O 4.199 1.242 -2.579  -0.58
14 O 2.148 1.150 -1.563  -0.32
15 H -0.302 1.236 -0.540  0.31
16 H 0.033 0.221 0.884  0.45
17 H 0.801 1.814 0.697  0.37
18 H 1.284 -0.638 -1.090  0.21
19 H 2.775 -0.966 0.779  0.31
20 H 3.012 0.784 1.025  0.31